--- 1 ---
Computed, not measured: a single C22H24N2O4 molecule, with ωB97M-V with the def2-TZVPD basis set.

Geometry as ORCA input:
```
! wB97M-V def2-TZVPD RIJCOSX def2/J DEFGRID3
* xyz 0 1
O 0.546 -2.568 -0.107
O 4.951 2.254 -0.522
O -7.429 0.118 -0.216
O 5.243 -2.494 0.484
N -1.121 0.969 0.480
N 1.115 -0.456 -0.764
C 6.621 -2.438 0.755
C 5.212 -0.111 0.002
C -1.201 -1.100 -0.835
C -4.079 -1.314 0.304
C 4.595 -1.352 0.126
C -0.474 1.397 1.595
C 6.318 2.475 -0.282
C -1.795 -0.297 0.347
C -5.455 -1.268 0.170
C 3.093 0.855 -0.617
C -3.940 1.046 -0.013
C -0.190 2.926 -0.004
C -6.087 -0.051 -0.064
C -8.263 -1.013 -0.135
C 0.247 -1.475 -0.532
C 0.111 2.604 1.333
C 4.452 0.994 -0.370
C 3.232 -1.495 -0.122
C -0.944 1.898 -0.503
C -5.312 1.105 -0.147
C 2.485 -0.389 -0.492
C -3.301 -0.169 0.203
H 6.947 1.898 -0.968
H 6.842 -1.773 1.597
H -5.811 2.046 -0.314
H -8.025 -1.745 -0.914
H 0.718 0.430 -1.058
H -1.767 -2.024 -0.953
H 6.591 2.237 0.751
H 7.194 -2.118 -0.122
H 2.779 -2.465 -0.015
H -1.381 1.781 -1.476
H -6.019 -2.183 0.256
H 6.480 3.538 -0.459
H -3.372 1.961 -0.067
H -8.197 -1.491 0.847
H -0.473 0.810 2.492
H -9.276 -0.643 -0.287
H 0.691 3.193 2.016
H -1.591 -0.865 1.265
H 0.112 3.807 -0.534
H 2.525 1.729 -0.894
H 6.910 -3.455 1.018
H 6.266 -0.005 0.193
H -3.606 -2.266 0.500
H -1.276 -0.523 -1.756
*
```

Computed properties:
* SMILES string: COc1ccc([C@@H](CC(=O)Nc2cc(OC)cc(OC)c2)n2cccc2)cc1
* HOMO level: -8.0 eV
* gap between HOMO and LUMO: 8.8 eV


--- 2 ---
Computed, not measured: C22H24N2O4 as an isolated structure, with ωB97M-V with the def2-TZVPD basis set.

Geometry as ORCA input:
```
! wB97M-V def2-TZVPD RIJCOSX def2/J DEFGRID3
* xyz 0 1
O 0.652 1.262 2.972
O -2.153 0.255 2.144
O 2.979 -1.182 0.304
O 0.397 -1.055 -1.232
N 0.699 0.329 0.880
N -2.543 0.456 0.599
C 4.402 2.135 -0.648
C 3.172 -0.020 0.137
C -3.350 -2.918 -0.337
C -1.045 -0.432 2.154
C -0.954 -1.064 0.703
C -3.343 -2.810 -1.767
C 0.261 0.587 2.024
C -1.647 3.029 1.035
C -2.103 1.720 0.237
C 2.020 1.014 0.037
C 3.274 2.591 -0.387
C 4.231 0.570 -0.283
C -2.301 -0.683 0.073
C 2.166 2.228 0.052
C 3.965 -2.234 -0.103
C 0.117 -0.663 0.088
C -1.087 3.968 0.467
C -1.178 4.234 -0.990
C -2.168 1.894 -1.025
C 3.495 -3.566 0.320
C -3.410 -1.456 0.330
C -1.634 3.232 -1.842
H -0.736 5.221 -1.278
H 4.288 -2.100 -1.208
H 3.397 3.762 -0.395
H 5.171 0.050 -0.557
H -3.640 -3.729 -2.249
H 4.197 -4.473 0.028
H -4.366 -1.115 0.044
H -4.386 -3.363 -0.180
H -2.398 -2.371 -2.199
H -2.528 -3.634 0.087
H 2.543 -3.849 -0.298
H 3.241 -3.501 1.386
H -3.524 -1.749 1.422
H 4.886 -1.990 0.902
H 1.067 2.881 0.480
H -2.315 -0.455 -1.043
H -1.055 -1.099 3.025
H -1.645 3.340 -2.917
H 5.171 2.538 -0.875
H -4.147 -2.119 -2.301
H -1.696 2.784 1.983
H -0.741 4.606 1.024
H -2.545 1.241 -1.733
H -1.153 -2.295 0.909
*
```

Computed properties:
* HOMO level: -8.2 eV
* gap between HOMO and LUMO: 8.3 eV


What is the stability order? It is 1, 2, from most stable to least stable.


--- 1 ---
Computed, not measured: a single C2H5OPS molecule, with ωB97M-V with the def2-TZVPD basis set.

Geometry as ORCA input:
```
! wB97M-V def2-TZVPD RIJCOSX def2/J DEFGRID3
* xyz 0 1
S -1.099 -1.040 -0.818
P -0.379 1.506 0.460
O -0.100 2.095 -0.811
C -1.398 0.317 -0.067
C 0.662 -1.620 -0.464
H 0.666 -1.906 0.531
H 1.205 -0.675 -0.580
H 0.731 1.639 1.372
H 0.982 -2.517 -0.961
H -1.270 2.200 1.337
*
```

Computed properties:
* HOMO level: -9.1 eV
* gap between HOMO and LUMO: 8.3 eV


--- 2 ---
Computed, not measured: C2H5OPS as an isolated structure, with ωB97M-V with the def2-TZVPD basis set.

Geometry as ORCA input:
```
! wB97M-V def2-TZVPD RIJCOSX def2/J DEFGRID3
* xyz 0 1
S 0.309 0.674 -0.994
P -1.802 1.188 1.290
O -0.425 -1.341 0.961
C 1.149 -0.910 -1.268
C -0.534 0.368 0.405
H 0.931 -1.483 -0.357
H -1.174 1.128 2.525
H -1.375 2.491 0.991
H 2.208 -0.721 -1.419
H 0.713 -1.394 -2.135
*
```

Computed properties:
* HOMO level (spin up / spin down): -9.1 / -9.1 eV
* gap between HOMO and LUMO (spin up / spin down): 8.2 / 8.2 eV


What is the stability order? It is 1, 2, from most stable to least stable.